No. 1
{
  "formula": "C24H67N5O9",
  "method": "wB97M-V/def2-TZVPD",
  "symbols": ["C", "O", "C", "C", "C", "N", "H", "H", "H", "H", "H", "H", "H", "H", "H", "H", "H", "C", "O", "C", "C", "C", "N", "H", "H", "H", "H", "H", "H", "H", "H", "H", "H", "H", "C", "O", "C", "C", "C", "N", "H", "H", "H", "H", "H", "H", "H", "H", "H", "H", "H", "C", "O", "C", "C", "C", "N", "H", "H", "H", "H", "H", "H", "H", "H", "H", "H", "H", "C", "O", "C", "C", "C", "N", "H", "H", "H", "H", "H", "H", "H", "H", "H", "H", "H", "O", "C", "C", "O", "H", "H", "H", "H", "H", "H", "O", "C", "C", "O", "H", "H", "H", "H", "H", "H"],
  "coordinates": [[2.23347, -1.85621, -3.60810], [0.94088, -1.85280, -3.01291], [0.69138, -2.92411, -2.07987], [0.67585, -4.30090, -2.72407], [-0.50266, -4.40279, -3.75537], [0.70028, -5.37770, -1.71073], [2.32891, -2.64696, -4.36614], [2.98112, -1.98441, -2.79218], [2.40547, -0.90005, -4.15219], [1.46455, -2.91624, -1.28924], [-0.26258, -2.70241, -1.61854], [1.58973, -4.37355, -3.28219], [-0.53633, -5.28307, -4.42956], [-0.49601, -3.48235, -4.34679], [-1.47172, -4.39600, -3.21164], [1.38108, -5.17196, -0.94824], [-0.17761, -5.47643, -1.21807], [-1.01004, 3.71962, -1.06592], [-2.26958, 3.67175, -0.31438], [-2.30905, 4.65665, 0.73143], [-1.43277, 4.29340, 1.93979], [-1.52713, 2.83914, 2.28796], [-1.75006, 5.07650, 3.15224], [-0.89285, 4.69484, -1.57457], [-1.08180, 2.91080, -1.82141], [-0.14771, 3.46421, -0.41760], [-2.06392, 5.64461, 0.39025], [-3.38243, 4.68508, 1.05135], [-0.39710, 4.58894, 1.73744], [-1.34710, 2.09599, 1.48654], [-2.59124, 2.65324, 2.54358], [-0.87081, 2.64648, 3.16747], [-2.71319, 5.10826, 3.44910], [-1.39665, 6.01582, 3.19599], [0.55262, -2.26735, 4.97010], [-0.20234, -1.21288, 4.56881], [-1.01673, -1.60956, 3.53602], [-1.95488, -0.51293, 3.11806], [-3.09004, -0.19041, 4.06444], [-2.37564, -0.72533, 1.74887], [0.92064, -2.87412, 4.10223], [-0.10239, -2.96171, 5.55913], [1.38344, -1.90784, 5.61862], [-0.41003, -1.83721, 2.65966], [-1.55794, -2.50883, 3.85903], [-1.28771, 0.36825, 2.98614], [-3.83646, -0.98833, 3.99548], [-3.56016, 0.71968, 3.73063], [-2.77669, -0.15113, 5.09688], [-3.00221, -1.50749, 1.58729], [-2.92622, 0.06237, 1.42740], [6.21317, -1.45039, -0.00606], [5.65737, -0.73106, -1.14299], [5.51065, 0.66171, -0.81587], [4.67006, 1.34277, -1.80587], [5.41064, 1.26429, -3.10762], [4.48212, 2.69844, -1.37859], [5.57277, -1.41232, 0.89434], [7.24373, -1.14229, 0.12471], [6.24854, -2.50412, -0.29149], [4.95857, 0.74491, 0.10244], [6.42953, 1.19316, -0.83399], [3.71657, 0.86368, -1.91007], [5.69260, 0.24092, -3.35513], [6.23868, 1.93180, -3.03654], [4.65664, 1.56503, -3.85910], [3.58030, 2.83535, -0.93175], [4.56301, 3.34873, -2.16357], [-4.00473, -1.59561, -3.34344], [-4.88521, -1.10824, -2.34731], [-4.22344, -0.18747, -1.47465], [-5.23241, 0.61191, -0.59519], [-5.90006, 1.60049, -1.48184], [-4.45336, 1.27196, 0.48269], [-3.45400, -0.71947, -3.78237], [-4.59757, -2.17415, -4.02504], [-3.25293, -2.25071, -2.88107], [-3.59188, -0.75586, -0.77006], [-3.51304, 0.50408, -1.98156], [-5.97430, -0.05197, -0.22276], [-6.53670, 2.27652, -0.88517], [-6.54549, 1.16304, -2.21332], [-5.16893, 2.22079, -1.97207], [-3.95106, 2.05080, 0.01000], [-5.12206, 1.79906, 1.09137], [1.61073, 0.42301, 2.46658], [2.72015, -0.37255, 2.78433], [2.82532, -1.54385, 1.80257], [1.65047, -2.21900, 1.65238], [0.85748, 0.14812, 2.97284], [3.64838, 0.21370, 2.69968], [2.59630, -0.67635, 3.83892], [3.65125, -2.18117, 2.07483], [3.06095, -1.04374, 0.84231], [1.10180, -1.73435, 0.99937], [-0.22755, -0.75326, 0.09688], [-0.24126, 0.23288, -0.89890], [1.15739, 0.70847, -1.10881], [1.60349, 1.61595, -0.14018], [-1.02763, -0.70771, 0.78130], [-0.64661, -0.07877, -1.86784], [-0.91864, 1.04803, -0.54066], [1.19550, 1.25408, -2.05487], [1.80102, -0.19458, -1.24989], [1.62406, 1.14270, 0.73591]],
  "atomic_forces_ev_per_a": [[0.080, 0.053, 0.341], [-0.223, -0.148, -0.023], [0.583, 0.466, -0.451], [-0.873, -0.359, -0.264], [-0.220, -0.077, 0.916], [0.524, 0.254, 0.448], [0.112, -0.003, 0.274], [-0.061, 0.086, -0.683], [-0.290, -0.475, 0.659], [-0.126, 0.088, -0.151], [-0.217, 0.151, 0.137], [0.586, -0.309, -0.321], [0.468, 0.447, 0.539], [0.083, -0.187, -0.071], [0.449, -0.033, -0.133], [-0.518, -0.082, -1.021], [-0.314, 0.136, -0.215], [-0.725, -0.649, 0.285], [1.162, 0.802, -0.379], [-1.076, -1.198, 0.443], [0.253, 1.097, 0.201], [-0.432, -1.057, 0.537], [0.024, -0.206, 0.027], [-0.011, -0.363, 0.334], [-0.025, 0.598, 0.343], [-0.386, 0.343, -0.297], [0.233, 0.597, -0.505], [0.746, -0.078, -0.122], [-0.017, -0.300, -0.215], [0.364, 0.736, 0.184], [0.438, -0.037, 0.316], [-0.589, -0.047, -0.618], [-0.239, -0.321, -0.272], [0.248, 0.123, -0.366], [1.052, -2.293, 1.207], [0.019, 2.240, 0.040], [-1.107, -0.562, -0.950], [0.801, 1.073, -0.067], [-0.094, -0.813, -0.324], [-0.262, -0.229, -0.779], [0.114, 0.608, 0.609], [0.594, 0.248, -0.123], [-0.530, -0.342, -0.521], [0.075, -0.415, -0.031], [-0.212, -0.165, -0.230], [-0.412, -0.209, 0.583], [-0.037, -0.009, -0.005], [-0.232, 0.453, 0.199], [0.189, 0.325, 0.275], [0.142, -0.318, 0.389], [-0.214, 0.429, -0.101], [-0.659, -0.303, -1.395], [0.272, -0.017, 1.410], [-0.951, -1.657, 0.521], [-0.042, -0.309, -0.995], [-1.943, -0.169, -1.064], [-0.017, 1.378, -0.172], [0.427, 0.502, -0.299], [0.131, 0.296, 0.575], [-0.067, 0.059, -0.146], [0.276, 0.062, 1.087], [1.230, 0.280, 0.586], [-0.552, -0.658, 0.001], [0.234, 0.141, 0.177], [0.808, 0.448, -0.404], [0.796, 0.237, -0.221], [0.110, -0.087, -0.039], [-0.136, -0.262, 0.402], [0.812, 0.879, 0.878], [0.167, 1.146, 0.318], [0.059, -0.723, 1.286], [1.616, 0.039, -1.268], [-1.033, 1.343, 0.579], [-0.683, 1.081, -0.085], [-0.531, -0.912, -0.185], [-0.125, -0.022, -0.591], [0.031, 0.002, -0.122], [0.029, -0.073, -0.202], [-0.618, -0.215, -0.166], [-0.382, -0.769, 0.743], [0.128, -0.132, -0.142], [-0.257, -0.482, -0.582], [0.361, 0.299, -0.331], [0.017, -0.600, 0.445], [0.630, -0.763, -0.568], [0.372, 1.104, -0.890], [0.377, -0.666, 0.838], [0.703, 2.166, -0.507], [-1.377, -1.098, -0.189], [-0.534, -0.356, 0.486], [-0.331, 0.072, 0.082], [0.334, -0.220, -0.365], [0.225, -0.489, 0.129], [0.370, -0.288, 0.084], [-0.044, -0.093, 0.198], [-0.852, -0.904, 1.362], [-1.149, 0.794, 0.636], [0.225, 0.046, -1.069], [0.480, -0.548, 1.408], [0.885, -0.028, -1.489], [-0.015, -0.556, 0.086], [0.606, -0.167, -0.364], [0.054, -0.016, -0.146], [-0.219, 0.557, 0.334], [-0.143, 0.582, -0.698]],
  "de_lowest_kj_mol": 0.0,
  "e_homo_ha": -0.327,
  "smiles": "COC[C@H](C)N.COC[C@H](C)N.COC[C@H](C)N.COC[C@H](C)N.COC[C@H](C)N.OCCO.OCCO",
  "gap_ev": 9.550,
  "total_charge": 0
}

---

No. 2
{
  "formula": "C5H6O",
  "method": "wB97M-V/def2-TZVPD",
  "symbols": ["C", "C", "C", "O", "C", "C", "H", "H", "H", "H", "H", "H"],
  "coordinates": [[2.64100, -0.30768, 0.83894], [1.95657, -0.02550, -0.11218], [0.67952, 0.16945, -0.78853], [0.48476, 0.08144, -1.97794], [-0.41300, 0.42910, 0.24115], [-1.74226, -0.11304, -0.25535], [3.18524, -0.57328, 1.71285], [-0.07726, -0.00891, 1.18584], [-0.44211, 1.51446, 0.41114], [-2.59267, 0.39743, 0.20372], [-1.81813, -1.18513, -0.04485], [-1.76672, 0.01917, -1.34310]],
  "atomic_forces_ev_per_a": [[-0.097, 0.082, -0.393], [0.256, -0.210, 0.681], [-0.130, -0.021, -0.386], [0.256, 0.092, 0.488], [-0.015, 0.023, 0.019], [-0.109, -0.016, -0.142], [0.282, 0.030, -0.110], [-0.245, 0.065, -0.141], [-0.003, -0.114, -0.140], [0.110, -0.101, -0.080], [-0.040, 0.172, -0.054], [-0.263, -0.002, 0.257]],
  "de_lowest_kj_mol": 192.7,
  "e_homo_ha": -0.380,
  "smiles": "C#CC(=O)CC",
  "gap_ev": 10.692,
  "total_charge": 0
}

---

No. 3
{
  "formula": "C2H5N3O2",
  "method": "wB97M-V/def2-TZVPD",
  "symbols": ["C", "C", "N", "N", "N", "O", "O", "H", "H", "H", "H", "H"],
  "coordinates": [[-2.33168, -1.19313, -0.35695], [-1.94988, -0.25220, 0.27111], [2.51452, -0.65977, -0.00089], [-1.47291, 1.00754, 0.59789], [-0.33150, 1.35333, -0.23057], [1.39218, -0.34535, 0.58473], [0.86779, 1.22321, 0.30284], [-2.66442, -2.15536, -0.60254], [3.30235, 0.00304, -0.13853], [2.35298, -1.13416, -0.91442], [-1.21040, 1.18494, 1.61718], [-0.46903, 0.96790, -1.12985]],
  "atomic_forces_ev_per_a": [[-0.388, -0.655, 0.410], [0.878, 2.053, 0.506], [1.128, -1.037, -2.630], [0.880, -0.643, 1.037], [0.031, 0.995, 1.907], [-0.625, 0.912, 1.327], [-0.205, -0.508, -0.630], [-0.167, -0.547, -0.497], [-1.046, -0.013, 1.018], [0.025, 0.612, 0.683], [-0.523, -0.472, -1.999], [0.014, -0.697, -1.130]],
  "de_lowest_kj_mol": 1021.3,
  "e_homo_ha": [-0.304, -0.305],
  "gap_ev": [8.870, 8.871],
  "total_charge": 0
}

---

No. 4
{
  "formula": "C4H7NOS2",
  "method": "wB97M-V/def2-TZVPD",
  "symbols": ["C", "C", "C", "C", "N", "O", "S", "S", "H", "H", "H", "H", "H", "H", "H"],
  "coordinates": [[0.45398, 1.63673, 0.19920], [1.01353, 0.76142, 1.24617], [0.69932, -1.37284, -0.61225], [-0.78420, -0.08955, -0.85908], [-0.34835, 1.17898, -0.66876], [3.09368, 0.01020, -0.44513], [-2.02952, -0.55806, 0.43735], [2.03032, -0.61697, 0.38765], [0.79000, 2.73773, 0.27888], [1.55475, 1.15692, 1.97945], [0.29909, 0.21906, 1.75595], [0.17348, -2.15261, 0.11671], [1.06452, -1.58092, -1.66919], [-1.26020, -0.14798, -1.79333], [-2.81746, 0.57212, 0.29564]],
  "atomic_forces_ev_per_a": [[0.268, 0.581, 1.165], [-0.599, -1.679, -4.030], [-2.946, 1.648, 0.490], [1.776, -2.363, 2.409], [0.942, 3.173, -0.741], [-0.867, -0.137, -0.028], [-0.237, 0.451, -0.305], [0.231, 0.024, 0.374], [-0.860, -1.663, -0.799], [2.916, 1.996, 2.480], [-1.996, -1.384, 0.732], [1.421, 1.208, -2.136], [-0.525, -0.273, 1.686], [-0.194, -0.771, -1.305], [0.670, -0.811, 0.007]],
  "de_lowest_kj_mol": 386.5,
  "e_homo_ha": -0.321,
  "gap_ev": 9.097,
  "total_charge": 0
}

---

No. 5
{
  "formula": "C18H20N2O3",
  "method": "wB97M-V/def2-TZVPD",
  "symbols": ["N", "C", "C", "C", "C", "C", "C", "C", "C", "C", "O", "N", "C", "C", "C", "C", "C", "C", "C", "C", "C", "O", "O", "H", "H", "H", "H", "H", "H", "H", "H", "H", "H", "H", "H", "H", "H", "H", "H", "H", "H", "H", "H"],
  "coordinates": [[0.39270, -2.34908, 1.30788], [0.60602, -1.09422, 1.96852], [2.15173, -0.79271, 1.92297], [2.84173, -0.72888, 0.58956], [2.98570, -1.94612, -0.15484], [3.67518, -1.87490, -1.33546], [4.36174, -0.71339, -1.75055], [4.09348, 0.49348, -1.17472], [3.22454, 0.47650, -0.06898], [-0.23789, 0.03914, 1.43394], [-0.94667, 0.69572, 2.19676], [-0.14018, 0.20602, 0.08463], [-0.59201, 1.45461, -0.55701], [-2.14874, 1.63844, -0.43798], [-2.91756, 0.36344, -0.60939], [-2.59665, -0.49356, -1.70802], [-3.13546, -1.74891, -1.82552], [-3.99371, -2.22429, -0.82883], [-4.31331, -1.45145, 0.24654], [-3.75214, -0.20189, 0.40488], [0.10378, 2.74169, -0.19595], [1.24008, 2.98219, 0.08234], [-0.82766, 3.76325, -0.20249], [-0.49303, -2.63250, 1.63250], [0.16766, -2.02134, 0.32398], [0.33138, -1.09321, 3.00276], [2.28152, 0.16018, 2.49006], [2.53574, -1.70954, 2.42052], [2.51496, -2.85565, 0.22060], [3.74449, -2.75014, -1.90902], [5.17092, -0.68609, -2.48702], [4.36214, 1.48734, -1.52892], [2.96539, 1.42477, 0.38442], [0.61192, -0.36511, -0.31057], [-0.37352, 1.17329, -1.60468], [-2.43897, 2.30179, -1.32782], [-2.48381, 2.12798, 0.49974], [-1.74595, -0.23869, -2.34426], [-2.93180, -2.38961, -2.64205], [-4.40796, -3.24258, -0.96067], [-5.10431, -1.81140, 0.94018], [-4.01264, 0.44773, 1.25323], [-0.32634, 4.52302, 0.07157]],
  "atomic_forces_ev_per_a": [[-0.335, 0.694, -2.212], [1.638, 1.168, -0.091], [-0.664, 0.383, 0.664], [-0.481, 0.057, -1.788], [-0.255, 1.703, 0.848], [0.992, 0.664, -0.020], [0.620, -0.243, -0.737], [-1.868, 0.329, 1.343], [0.341, -0.755, 1.452], [-0.478, 0.353, 0.836], [0.605, -0.061, -1.111], [0.346, 0.975, 0.833], [-0.964, -2.110, -0.637], [-0.890, 0.849, -1.113], [0.394, -2.626, 0.331], [0.533, 0.937, 0.987], [-0.745, -0.019, 1.156], [-0.032, -1.258, -1.388], [-1.286, -0.192, 1.087], [0.554, 2.218, -0.973], [-1.018, 1.359, 0.491], [0.345, -0.631, -0.055], [0.497, -1.212, -0.297], [-1.408, -1.001, 0.334], [0.407, -1.414, 1.160], [-0.039, -0.511, 0.713], [0.373, -0.877, -0.172], [0.142, 0.955, 0.186], [0.338, 0.195, -0.191], [0.406, -1.104, -0.773], [-0.672, -0.653, -0.267], [0.522, -0.494, -0.163], [-0.035, -0.074, 0.132], [-0.262, 0.970, -0.342], [-0.094, 0.972, 0.172], [0.373, -0.613, 1.414], [0.603, -0.227, -0.663], [-0.583, 0.256, -0.272], [0.455, -0.425, -0.756], [0.136, 0.767, 0.238], [0.920, 0.280, -0.279], [0.170, -0.487, -0.268], [0.401, 0.903, 0.191]],
  "de_lowest_kj_mol": 211.2,
  "e_homo_ha": -0.323,
  "smiles": "N[C@@H](Cc1ccccc1)C(=O)N[C@@H](Cc1ccccc1)C(=O)O",
  "gap_ev": 9.334,
  "total_charge": 0
}

---

No. 6
{
  "formula": "C8H22BrO4",
  "method": "wB97M-V/def2-TZVPD",
  "symbols": ["Br", "C", "C", "C", "O", "H", "H", "H", "H", "H", "H", "H", "H", "C", "C", "C", "O", "H", "H", "H", "H", "H", "H", "H", "H", "C", "C", "O", "O", "H", "H", "H", "H", "H", "H"],
  "coordinates": [[3.11267, -1.00455, 3.03284], [0.53586, 4.66883, -1.24092], [1.19771, 3.44096, -2.01657], [1.30811, 3.70382, -3.49736], [2.47150, 3.03135, -1.46166], [0.99664, 4.55516, -0.25966], [-0.55082, 4.70732, -1.16514], [0.87600, 5.61110, -1.67045], [0.50909, 2.61247, -1.85067], [1.93420, 4.56022, -3.74773], [0.32857, 3.77069, -3.97079], [1.86414, 2.84363, -3.87020], [2.38393, 2.29132, -0.85644], [-2.83324, 1.44954, 2.60906], [-3.30863, 0.29147, 3.35340], [-4.76634, -0.04869, 3.19801], [-2.64376, -0.88615, 2.87721], [-3.04070, 1.31627, 1.54732], [-1.75620, 1.55648, 2.73807], [-3.45075, 2.31984, 2.83122], [-3.01173, 0.41720, 4.39462], [-5.03656, -0.98352, 3.68909], [-5.13514, -0.10463, 2.17383], [-5.38255, 0.67666, 3.72928], [-1.80709, -0.53414, 2.56467], [3.10936, -5.22058, -0.82815], [1.67843, -5.37410, -1.45604], [1.73551, -5.37572, -2.91969], [3.65790, -3.97054, -1.23406], [3.79849, -6.01852, -1.10470], [2.92257, -5.36084, 0.23651], [0.95597, -4.61225, -1.16322], [1.11628, -6.21680, -1.05359], [2.33102, -4.65793, -3.14718], [3.89956, -3.45537, -0.46090]],
  "atomic_forces_ev_per_a": [[-0.046, -0.031, -0.139], [1.755, -0.874, -0.140], [-1.258, 0.450, 1.183], [0.918, -0.779, 0.048], [-0.365, 1.084, -0.744], [-0.408, 0.416, 0.291], [0.068, -0.452, -0.173], [0.077, 0.052, 0.009], [-0.084, -0.186, -0.225], [-0.211, 0.274, 0.209], [0.076, 0.081, 0.032], [-0.233, -0.100, -0.505], [-0.313, 0.006, 0.056], [-0.411, 1.189, -1.456], [-0.347, -2.275, 0.366], [-1.095, 0.478, 0.891], [0.374, 0.346, -0.108], [0.208, -0.294, -0.257], [-0.087, 0.567, 0.131], [0.561, 0.392, 0.498], [-0.402, 0.002, 0.388], [0.422, -0.209, -0.092], [0.407, 0.077, -0.146], [-0.101, 0.361, -0.093], [0.522, -0.666, -0.112], [-1.863, -0.026, -0.250], [0.662, 0.347, -0.840], [-0.227, -0.637, 1.264], [-0.070, -0.438, 0.184], [-0.218, -0.148, -0.420], [0.368, 0.618, 0.327], [0.676, 0.899, 0.220], [0.643, -0.894, -0.597], [0.089, 0.207, 0.042], [-0.086, 0.167, 0.160]],
  "e_homo_ha": -0.140,
  "gap_ev": 6.476,
  "total_charge": -1
}